A structure of composition C4H14NO3, computed with ωB97M-V/def2-TZVPD.

Computed properties:
E_tot in eV: -12006.301
HOMO-LUMO gap in Ha: 0.2857
HOMO in eV: -3.9320
Strongest force on any atom in Eh/bohr: 0.08917
Charge: -1

```
22
Properties=species:S:1:pos:R:3:forces:R:3:mulliken_charge:R:1
C 1.8525 0.2679 -0.1834 -1.048 -0.016 -1.229 -0.754
H -0.3247 1.4011 1.1186 -1.081 -1.009 0.942 0.247
H -1.3638 -1.9555 2.0566 0.089 0.642 0.244 0.313
H 0.2112 1.4884 -1.3374 0.023 -0.647 0.475 0.457
H -1.5550 0.6236 2.2848 0.628 -0.149 0.938 0.402
H 2.9401 0.0011 -0.3545 -0.964 -0.278 0.084 0.264
N 0.3259 -0.5426 1.6942 -2.029 -0.214 -1.341 -0.253
O 1.3311 0.9088 -1.3078 0.586 -0.373 -0.132 -0.806
H -1.3302 -1.1412 -2.7132 1.019 0.556 0.800 0.266
C 0.9870 -0.9261 0.3740 0.009 0.274 0.938 -0.327
C -0.3398 -1.6684 2.3518 2.224 -1.954 0.664 -1.011
H -1.4445 0.2331 0.6766 -1.268 -1.188 -2.188 0.433
H -1.0397 2.5843 -1.8984 0.165 -0.438 0.307 0.174
H 1.6058 -1.7975 0.5554 0.667 -0.042 0.828 0.434
H 0.2176 -2.6773 2.3319 -0.264 1.383 -0.686 0.307
H 1.8545 0.9510 0.6402 0.293 0.621 1.048 0.327
H -0.1167 -1.4119 3.3840 -1.441 -0.158 0.670 0.397
H -1.6442 0.4812 -2.0564 1.598 -0.800 0.082 0.419
O -0.9114 1.8162 -1.3176 -0.386 0.695 -0.459 -0.838
O -1.8320 -0.3462 -2.5871 -2.427 0.286 -0.888 -0.712
H 0.2796 -1.4266 -0.2874 -0.550 0.911 -0.725 0.314
C -0.8475 0.4464 1.4864 4.157 1.898 -0.372 -1.052
```
Forces are in eV/Å.



A structure of composition C11H9MnN3Te4, computed with ωB97M-V/def2-TZVPD.

Computed properties:
Multiplicity: 6
E_tot in eV: -76511.886
⟨S²⟩: 8.90
HOMO-LUMO gap (alpha / beta) in Ha: 0.2463 / 0.1923
HOMO (alpha / beta) in eV: -7.4125 / -7.2875
Strongest force on any atom in Eh/bohr: 0.04336

```
28
Properties=species:S:1:pos:R:3:forces:R:3:mulliken_charge:R:1
Te 1.5764 2.3062 -1.2670 0.085 0.667 -0.261 0.019
C -2.5190 -2.8064 0.1768 0.118 -0.125 0.038 -0.791
C -1.5731 5.2575 -0.4523 -0.055 0.081 -0.012 -0.718
H 0.5286 5.7325 -0.4819 -0.049 0.048 -0.028 0.428
C -2.6826 -0.1682 -0.6224 0.487 0.002 0.135 0.473
C -1.3694 2.9550 -0.7006 0.009 -0.050 -0.141 0.194
C -0.0208 3.5299 -0.3589 0.196 0.107 -0.148 -0.266
H 0.2118 3.3788 0.7059 0.064 -0.101 -0.060 -0.083
Te -0.5454 3.4526 3.5466 -0.034 -0.105 -0.020 -0.049
H -0.5011 -2.2976 0.6596 0.026 0.056 -0.004 0.392
N -2.7547 1.1191 -0.9956 -0.513 0.133 -0.119 -1.094
C -3.7366 -2.3029 -0.3128 0.029 0.166 -0.022 -0.097
H -2.4164 -3.8403 0.4726 0.004 0.027 0.031 0.380
H -3.1982 4.0318 -1.2084 -0.031 -0.110 0.023 0.424
N -1.5422 1.6904 -0.8521 -0.636 0.863 -0.427 0.299
C -3.8248 -0.9983 -0.7078 -0.094 -0.176 0.016 -0.654
C -0.2689 5.0035 -0.4963 -0.011 0.014 -0.016 -0.491
C -1.4521 -1.9567 0.2704 0.009 -0.102 0.047 -0.259
H -4.6005 -2.9528 -0.3690 -0.025 0.031 -0.040 0.388
H -2.0244 6.2396 -0.4265 0.028 0.004 0.018 0.465
C -3.0569 3.5961 0.8827 -0.302 -0.312 -0.252 -1.053
H -4.1410 3.6326 0.9245 0.056 0.262 0.163 0.485
C -2.4210 3.9898 -0.4424 0.088 -0.146 0.144 1.045
Te 2.1502 0.8171 0.9572 0.486 0.017 0.434 -0.211
Mn -0.1843 0.8552 0.0887 0.851 -2.013 0.444 0.243
H -4.7432 -0.5679 -1.0797 0.017 0.008 -0.032 0.446
N -1.5026 -0.6620 -0.1004 -0.637 0.283 -0.204 -0.140
Te -2.3194 2.0665 2.1413 -0.167 0.473 0.294 0.226
```
Forces are in eV/Å.



The molecule C3H7N3O2, computed with ωB97M-V/def2-TZVPD.

Computed properties:
E_tot in eV: -11783.467
SMILES string: N[C@@H]1CON=C1NO
HOMO-LUMO gap in Ha: 0.3467
HOMO in eV: -8.8248
Strongest force on any atom in Eh/bohr: 0.11266

```
15
Properties=species:S:1:pos:R:3:forces:R:3:mulliken_charge:R:1
H 0.3301 2.3838 -0.6187 0.933 -0.842 -0.504 0.282
H -1.8466 1.3229 0.9024 -0.129 -0.690 -0.404 0.286
H 0.5460 0.9628 -1.4246 0.191 0.626 -1.039 0.416
H 1.2163 1.3515 1.3541 -1.221 -0.326 -1.242 0.332
C 1.8431 -0.4120 0.6079 0.107 -3.977 -0.644 -0.441
H 3.0756 -0.3792 0.5016 -3.662 0.143 0.135 0.308
N -0.2318 -1.0894 -0.3959 1.679 1.864 2.544 -0.387
O -2.4998 -0.1378 -0.3805 -0.500 -2.949 2.124 -0.407
N 1.0301 1.6249 -0.8202 -1.322 -1.244 2.144 -0.661
O 1.2277 -1.2871 -0.5498 -0.529 1.092 2.310 -0.298
H 1.4126 -1.0001 1.7010 1.733 1.727 -3.147 0.214
H -2.5037 -1.1382 -0.0437 -0.466 2.772 -1.757 0.368
C -0.4099 -0.0217 0.4421 2.681 -3.058 -4.126 0.280
N -1.6818 0.3348 0.6771 -0.503 1.642 0.418 -0.284
C 0.9220 0.7343 0.4238 1.008 3.221 3.188 -0.007
```
Forces are in eV/Å.



A structure of composition C17H23F2N2O3, computed with ωB97M-V/def2-TZVPD.

Computed properties:
E_tot in eV: -32540.856
HOMO-LUMO gap in Ha: 0.2755
HOMO in eV: -11.1175
Strongest force on any atom in Eh/bohr: 0.37694
Charge: +1

```
47
Properties=species:S:1:pos:R:3:forces:R:3:mulliken_charge:R:1
H 0.1850 0.4421 0.0232 -0.368 1.039 -1.268 0.467
C 6.5746 -1.6275 -0.2234 -2.662 -3.563 -0.720 0.570
H -2.6932 1.2683 0.8824 0.745 0.462 -1.002 0.409
H -5.5648 -3.1919 1.8332 5.723 -8.812 4.268 0.593
H 6.1683 1.5207 0.9499 -0.903 -2.297 -1.112 0.162
C 5.2113 -2.1035 -0.5326 1.236 3.894 2.428 -0.872
C -1.8615 -0.6460 -1.6252 -1.709 6.515 3.127 -1.329
C -1.1285 2.0794 -1.1648 3.004 -12.709 -3.172 -1.016
H -1.9409 0.9579 -2.9303 0.500 0.770 -6.047 0.700
C -1.8179 0.6265 0.6747 0.286 -1.656 4.409 -1.096
F 7.5639 -2.4494 -0.2878 1.997 -2.527 -1.055 -0.287
H 4.9772 -3.1522 -0.7063 0.130 0.439 -0.200 0.405
O -4.1304 -2.1531 -0.2037 4.832 4.530 1.713 -0.296
H 3.1955 -1.5420 -0.4563 2.201 1.887 0.870 0.077
O -4.5597 0.1033 0.4233 0.717 -1.978 0.029 -0.526
C 6.9188 -0.4799 0.2915 -3.371 4.490 -0.145 0.128
C 4.5987 0.3188 0.1107 2.345 -12.360 -3.379 0.843
H 0.1495 1.7324 1.8592 0.611 -4.008 7.257 0.741
H 1.3915 3.1164 -0.4205 0.042 1.086 0.008 0.403
C 0.0925 2.2356 1.0749 -0.775 4.108 -8.448 -1.077
C 1.5329 2.5456 0.4806 -0.929 -0.640 -0.052 -0.824
H 2.0152 3.0914 1.3222 0.395 -0.363 -1.117 0.455
O 1.7362 0.1369 -0.1945 -2.271 2.348 -1.609 -0.752
H -1.4019 2.9649 -1.0300 -2.414 7.306 2.152 0.641
C 5.8101 0.4679 0.4895 8.516 4.048 2.318 -0.546
C -3.8178 -0.8170 0.1478 2.693 0.403 -2.129 0.079
H -2.5340 -1.1289 -2.2369 -0.761 -1.607 -1.339 0.546
H -0.8306 -0.6825 -1.6588 2.001 -0.989 -0.930 0.564
H -5.6433 -3.1872 -0.6173 -0.611 1.059 0.914 0.309
H -1.5981 0.3787 2.0132 -0.292 0.161 -4.232 0.292
C -2.1937 1.0898 -2.0093 0.630 -1.169 8.696 -0.999
N 3.6108 0.9871 0.3260 -7.995 17.396 3.026 -0.085
C 4.2718 -1.0974 -0.2296 -1.260 -3.457 -2.682 -0.096
H -0.5379 3.2285 1.2069 1.269 -2.244 -0.385 0.330
H -6.9247 -2.7902 1.4254 -3.602 -0.200 -0.318 0.487
C -5.4145 -2.2581 -0.0011 -7.902 -1.632 -0.592 -0.143
N -0.5948 1.2129 0.0809 -2.309 3.535 1.924 0.243
H -5.8204 -1.6498 2.0518 0.391 4.104 2.798 0.505
F 8.1786 -0.0864 0.2782 0.266 0.219 0.900 -0.273
H 3.9840 2.1016 0.6269 -0.908 -3.805 -0.719 0.261
C 2.2733 1.2871 -0.0749 2.007 -6.319 4.238 0.550
H -1.8507 -1.6912 0.3864 -0.655 3.110 -1.311 0.383
C -2.2561 -0.6038 -0.1446 -0.702 -4.490 3.187 0.669
H -3.1761 1.2563 -1.5180 0.279 0.041 -1.649 0.351
H -0.2238 1.9668 -1.7275 0.399 0.933 -0.928 0.490
H -5.9455 -1.3238 -0.4856 0.500 -2.056 0.886 0.316
C -5.9787 -2.4555 1.5200 -1.323 4.996 -8.609 -1.754
```
Forces are in eV/Å.



A cluster of 2 separate species, C5H9N5 in total, computed with ωB97M-V/def2-TZVPD.

Computed properties:
E_tot in eV: -12756.511
HOMO-LUMO gap (alpha / beta) in Ha: 0.2220 / 0.2219
HOMO (alpha / beta) in eV: -16.3482 / -16.3483
Strongest force on any atom in Eh/bohr: 0.10167
Charge: +2

```
19
Properties=species:S:1:pos:R:3:forces:R:3:mulliken_charge:R:1
H -3.3694 -1.3932 -0.8613 -2.171 1.134 -1.027 0.286
N -0.3555 -0.7248 -0.1726 1.650 -1.499 1.107 0.667
H -2.4239 -2.3710 0.1155 0.366 -1.827 0.552 0.258
N -0.3815 2.7184 -0.6332 0.843 -0.769 -1.234 -0.179
C 1.6139 -1.9685 0.3811 0.997 -1.591 -0.533 -0.643
C 1.6867 0.4422 0.1875 1.058 0.200 -0.354 -0.381
C 0.2962 0.4653 0.0664 -0.218 2.264 -0.895 0.110
N -2.5268 -1.5429 -0.4086 5.021 0.857 1.176 -0.285
H 2.3163 1.4258 0.1683 -1.502 -1.928 0.118 0.308
N -0.7262 3.3004 0.3821 -1.236 0.744 -0.180 0.127
C 0.3216 -1.8923 -0.0327 0.960 -3.387 1.125 0.213
H -0.0769 -2.8646 -0.2634 -1.088 0.028 -0.157 0.401
H -1.1320 2.6199 -1.3553 0.229 0.146 0.768 0.283
H 3.4913 -0.9035 0.3677 -1.912 0.532 -0.286 0.343
H -1.6467 3.6743 0.5602 -0.655 -0.020 0.056 0.271
C 2.3475 -0.7974 0.2684 2.312 1.785 1.217 -0.106
H 2.2365 -2.9330 0.5914 -1.882 1.593 -0.669 0.332
N -1.6105 -0.6610 -0.4697 -3.844 1.424 -1.630 -0.299
H -0.0608 3.4059 1.1081 1.073 0.315 0.844 0.293
```
Forces are in eV/Å.



A cluster of 8 separate species, C6H26NO7 in total, computed with ωB97M-V/def2-TZVPD.

Computed properties:
E_tot in eV: -22457.793
HOMO-LUMO gap in Ha: 0.3614
HOMO in eV: -13.1457
Strongest force on any atom in Eh/bohr: 0.08775
Charge: +1

```
40
Properties=species:S:1:pos:R:3:forces:R:3:mulliken_charge:R:1
H 0.0071 -1.1914 -0.9765 0.579 -0.408 -0.567 0.827
C 0.3962 -0.7518 1.1277 -0.464 0.612 -3.251 0.439
O -2.4012 -1.9759 -2.5337 -1.094 1.118 -0.935 -0.581
H -3.4186 -2.0589 3.9327 1.284 0.898 -0.912 0.312
H 1.3846 2.7113 3.1518 0.734 0.094 -0.240 0.341
O -2.5934 -1.8358 3.4208 -0.680 -0.477 0.212 -0.635
H 0.3935 0.4852 -1.0919 -0.012 0.238 0.122 0.188
C 1.7312 -0.0121 1.0200 -0.276 -1.318 2.778 -1.007
C 0.9178 2.0784 2.4100 -1.085 0.044 -0.146 -1.234
H -2.0777 -1.0457 -2.6594 0.427 -0.514 0.067 0.373
O 4.6152 0.4371 1.3606 -1.783 0.072 -0.213 -0.547
H 2.3614 -0.4279 1.8896 -0.602 0.326 -1.534 0.379
C 1.6775 1.4811 1.2413 0.212 3.035 -3.094 0.274
C -0.2903 -1.2103 0.0418 -0.586 -1.057 2.620 -1.488
H -3.1447 -1.8986 -3.1532 0.000 -0.707 0.153 0.300
H 2.5702 2.3361 -2.9364 1.920 1.775 -0.059 0.283
O -1.1822 0.0281 -3.5142 1.295 1.690 -0.767 -0.687
H -2.9460 -3.2052 -0.4012 0.195 -0.877 0.072 0.290
N -1.6125 -1.9170 0.1513 3.637 -0.444 -0.559 0.255
H 4.8874 -0.1366 0.6546 0.719 -0.250 -0.171 0.279
C -1.8976 -2.9595 -0.5335 -1.576 1.344 -1.086 -0.214
H -1.6797 0.7193 0.3157 -0.014 0.232 -0.141 0.383
H -0.1010 -0.6885 2.0520 -0.513 -0.451 1.207 0.469
H 2.1936 -0.2176 0.0797 0.546 -0.276 -0.557 0.368
O 1.9925 1.6434 -3.1121 -1.633 -3.522 -2.300 -0.564
H -2.2887 -1.4976 0.7458 -0.707 0.368 0.871 0.206
H 2.2303 1.1526 -3.9835 -0.258 1.737 2.385 0.304
H 1.1567 1.9390 0.3234 0.637 -0.739 1.111 -0.300
H -3.1808 1.0588 0.4152 0.329 -0.289 0.257 0.285
H -1.4178 -3.3000 -1.4810 0.522 -0.140 1.734 0.372
H -2.5815 -0.9114 3.1276 -0.612 -0.264 0.523 0.317
H -0.4000 0.3426 -2.9726 -1.389 -0.242 -0.620 0.288
O -2.4937 0.4730 0.7771 -0.515 0.464 -0.026 -0.595
O -0.3001 1.1060 -1.3421 0.839 1.071 0.234 -0.603
H 2.6970 1.9166 1.0584 -0.717 -0.716 0.769 0.505
H 0.2320 1.9272 -1.4084 -0.620 -0.344 -0.245 0.281
H -0.0058 2.6161 2.0935 0.685 -0.347 0.069 0.276
H 5.3363 0.7492 1.8707 1.327 0.149 0.388 0.275
H -1.3442 0.8110 -4.0970 -0.034 -1.052 0.640 0.305
H 0.5770 1.2297 2.9356 -0.717 -0.835 1.212 0.282
```
Forces are in eV/Å.



A structure of composition C36H44IrN2Si, computed with ωB97M-V/def2-TZVPD.

Computed properties:
Multiplicity: 5
E_tot in eV: -51730.012
⟨S²⟩: 6.03
HOMO-LUMO gap (alpha / beta) in Ha: 0.1948 / 0.2098
HOMO (alpha / beta) in eV: -8.7610 / -10.8208
Strongest force on any atom in Eh/bohr: 0.08397
Charge: +1

```
84
Properties=species:S:1:pos:R:3:forces:R:3:mulliken_charge:R:1
C -2.0052 2.5943 2.2057 -0.199 0.178 1.081 0.416
H -1.7011 -3.8358 4.0926 -0.179 -0.386 -0.523 0.402
C -0.3223 0.8975 1.6742 -1.146 1.434 -0.518 -0.140
C 2.0664 2.6462 -3.6164 -1.091 -0.246 -0.571 0.066
H 1.6506 4.3606 -6.5816 0.451 0.269 0.893 0.357
C -1.3656 -3.2550 4.9336 -0.679 -0.148 -0.456 -1.731
H 3.8493 2.8629 2.2500 -1.213 -1.461 -3.089 0.246
C 3.9315 4.2222 -3.8944 -0.963 -0.629 -0.507 -0.630
Ir 0.1916 0.3632 -1.3025 1.651 0.989 1.755 0.797
H -1.9380 2.7854 5.1081 -0.008 -0.067 -0.015 0.395
C 1.7244 -2.0638 1.4429 0.013 -0.403 0.079 -1.210
H -3.1101 5.3802 4.0164 0.249 -0.238 -0.233 0.438
H 2.7816 -1.4015 -1.4936 0.065 -0.906 -0.385 0.148
H -1.4201 4.8424 3.7436 -0.331 0.068 -0.108 0.372
C 0.3434 -0.3533 2.0442 -0.124 -1.163 0.583 -0.227
H 4.0279 -3.3857 -2.7483 0.258 0.387 0.364 0.359
H -3.2648 1.6906 4.6396 0.044 0.004 0.007 0.421
H 1.9148 -4.2440 5.0345 0.156 0.025 -0.073 0.439
N 1.2521 -0.8501 1.1692 -0.855 0.139 0.759 0.357
H 0.3717 0.9554 -4.4505 0.002 -0.999 0.064 -0.358
H -5.0608 3.8795 3.4280 0.363 -0.207 -0.237 0.448
H -2.6571 3.7710 0.5085 0.620 -0.144 -0.005 0.448
H 3.2729 1.1827 1.3412 -0.226 1.188 1.184 0.099
H 0.5633 -5.0422 4.2232 -0.015 -0.204 -0.131 0.430
C -1.6907 -2.0119 -0.4342 0.462 -0.493 -0.015 -0.266
H -4.4469 3.8514 1.7560 -0.174 -0.104 0.192 0.328
H -3.6132 3.2838 5.3077 0.162 -0.067 -0.299 0.410
H 5.1360 -0.5802 -5.7245 0.178 0.173 -0.207 0.418
H -0.8990 2.7983 -1.0121 0.155 -0.040 0.036 0.664
H -3.0724 -0.3130 -1.0479 0.787 -0.551 -0.099 0.394
C 0.0163 -1.6166 -2.0008 -2.990 -0.137 -0.620 -0.627
C 0.8333 -4.3570 5.0207 0.208 -0.008 -0.232 -2.218
C 1.4520 3.1831 -4.7833 0.251 -0.240 -0.110 -0.180
H 0.2791 -2.6030 6.9874 -0.262 -0.336 -0.026 0.456
H 0.0139 -1.1707 6.0584 -0.223 0.190 -0.241 0.300
H 0.1975 -3.2736 -0.4996 -0.467 0.502 -0.035 0.540
C 3.3099 4.6542 -5.1049 0.277 -0.390 -0.008 -0.238
H 2.4878 2.6152 0.7574 0.045 0.692 0.807 0.098
H 3.5185 0.9655 -4.8549 -0.238 0.512 -0.412 0.274
H -1.1197 1.1717 3.6517 -0.322 0.729 -0.973 0.490
H -2.2741 -2.6450 0.2447 0.254 0.868 0.113 0.532
C 3.2641 3.2052 -3.1386 0.237 0.514 -0.917 -0.062
H 2.4157 -2.4658 0.7111 0.097 -0.009 0.019 0.453
C 0.5077 -2.1359 6.0331 0.432 0.386 0.355 -1.645
C 2.8331 -0.2549 -3.2526 0.047 0.666 -0.468 0.600
H 4.9681 4.5781 -3.6473 -1.365 -0.313 -0.078 0.329
C -2.9352 3.3444 3.2392 0.018 0.014 -0.237 1.627
H 5.3084 -2.8506 -4.7646 0.136 -0.084 0.001 0.402
C -1.1678 1.5420 2.6079 0.531 0.160 -0.392 0.393
N -0.2524 1.3699 0.3769 -1.008 0.580 2.605 0.285
C 3.2178 -1.3703 -2.5003 -0.939 -0.407 -0.640 -0.064
H 3.7096 2.7769 -2.2442 0.151 0.141 -0.141 0.450
H -0.7921 -0.5359 3.9344 0.771 -1.004 -0.798 0.185
C -2.4475 4.8073 3.3475 0.191 -0.065 -0.205 -1.529
C 0.4946 -2.3011 3.5004 -0.617 0.035 0.867 0.275
H 3.8596 5.3254 -5.7623 -0.058 0.029 0.252 0.347
H 0.5568 -4.8234 5.9649 -0.130 0.081 0.022 0.436
C -0.9972 2.4550 0.0151 -0.789 -0.232 1.005 -0.745
H -1.3075 -0.2644 -3.3230 -0.318 -0.617 1.007 0.616
C 4.7171 -2.0847 -4.2906 -0.836 -0.418 0.361 -0.572
C 3.9932 -2.3668 -3.1354 0.122 0.145 1.098 -0.279
C 3.6385 0.0400 -4.3391 0.139 -0.249 -0.775 -0.744
H 1.7829 -3.8600 2.6495 -0.134 0.640 0.045 0.506
C -1.9405 3.0228 0.8621 0.164 -0.313 0.285 -0.891
C 2.0733 4.1480 -5.5790 0.662 -0.294 0.873 -0.785
H -2.4520 5.2862 2.3559 0.007 -0.036 0.364 0.361
C -1.1639 -0.7151 -2.3126 -0.577 -1.362 0.119 -0.650
C -0.0876 -1.0404 3.2281 1.175 0.317 -0.832 -0.664
C 0.1268 -3.0190 4.8504 0.205 0.292 -0.038 2.012
C -0.3900 -2.4208 -0.8617 -1.092 0.086 -0.490 -0.837
H 1.5693 -1.9421 6.0803 0.468 0.091 -0.207 0.409
H -4.7499 2.3157 2.6102 -0.040 0.282 0.024 0.363
C -2.9284 2.7306 4.6499 0.134 -0.058 -0.183 -1.980
C 3.4180 2.3081 1.2490 0.777 -1.834 0.297 -0.754
H 0.5206 2.7228 -5.1572 0.589 0.387 0.213 0.207
H 4.0660 2.1132 0.3632 0.575 1.402 0.773 0.308
H -1.6961 -3.7992 5.8138 0.386 -0.036 0.293 0.460
C 1.3713 -2.8466 2.5508 -0.171 0.519 -0.009 -0.208
C -4.3924 3.3484 2.7297 0.181 -0.176 -0.276 -1.547
C -2.1338 -0.8874 -1.1720 0.428 -1.141 -1.264 -0.939
C 4.5716 -0.8420 -4.8485 0.388 0.285 -0.204 -0.596
H -1.9465 -2.3464 4.9099 -0.096 0.526 0.021 0.310
Si 1.2500 0.8630 -3.2542 3.523 2.428 -0.580 0.528
H 0.5989 -1.9570 -2.8308 0.686 -0.134 0.048 0.912
```
Forces are in eV/Å.



Look up the E_tot of the first one.
-12006.301 eV